Entry i
The following is a DFT calculation (ωB97M-V/def2-TZVPD) of an isolated ion of composition C5H13N2O and charge -2.

Positions of all 21 atoms, in Å:
1 N -1.4936 -1.7495 -1.8105
2 C -0.4784 -0.7702 -1.5196
3 C -0.9734 0.6455 -1.8583
4 C 0.0005 -0.8939 -0.0814
5 N 1.0913 0.0544 0.2550
6 C 1.3677 0.0748 1.7293
7 C 0.9878 1.4340 2.4044
8 O 1.0081 1.3936 3.7434
9 H -2.0344 -2.1289 -1.0452
10 H -2.0335 -1.6022 -2.6415
11 H 0.4267 -0.9431 -2.1258
12 H -0.1590 1.3811 -1.8661
13 H -1.5311 0.6628 -2.7935
14 H -1.6188 0.9606 -1.0245
15 H 0.4644 -1.8759 0.0786
16 H -0.8153 -0.7865 0.6461
17 H 0.7795 0.9744 -0.0301
18 H 2.4526 -0.0270 1.7950
19 H 0.8583 -0.7268 2.2629
20 H -0.0021 1.7531 1.9885
21 H 1.7028 2.1697 1.8933

Its orbital gap (alpha / beta) is 3.098 / 6.849 eV. The value obtained for the LUMO energy (alpha / beta) is 6.8 / 6.8 eV. The charge is -2. The calculation puts the HOMO energy (alpha / beta) at 3.74 / -0.09 eV. Its expectation value of S² is 0.75. As for the spin multiplicity: 2.

***

Entry ii
The following is a DFT calculation (ωB97M-V/def2-TZVPD) of an isolated ion of composition C5H13N2O and charge -2.

Positions of all 21 atoms, in Å:
1 C 1.2914 0.3951 -0.5207
2 N 1.2609 -0.7204 -1.4073
3 C -0.0126 -0.7302 -2.2325
4 N -1.2965 -0.8419 -1.5298
5 C 1.2106 -0.0236 1.0517
6 C 0.3143 0.9630 1.7410
7 C -1.3462 0.4262 1.6957
8 O -2.0348 1.2652 0.9918
9 H 0.4622 1.3524 -0.7838
10 H 2.0989 1.0562 -0.9148
11 H 1.2264 -1.7066 -0.9089
12 H 0.0358 -1.4962 -3.0698
13 H -0.0917 0.3343 -2.7669
14 H -1.6878 -1.7344 -1.1652
15 H -1.6503 -0.0417 -1.0479
16 H 0.6995 -0.9865 0.9624
17 H 2.1624 -0.3020 1.4444
18 H 0.0585 1.8748 1.4689
19 H 0.4545 1.0924 2.8420
20 H -1.4217 -0.6605 1.3786
21 H -1.7338 0.4846 2.7710

Its orbital gap (alpha / beta) is 2.575 / 6.586 eV. The value obtained for the LUMO energy (alpha / beta) is 6.9 / 6.9 eV. The charge is -2. The calculation puts the HOMO energy (alpha / beta) at 4.35 / 0.30 eV. Its expectation value of S² is 0.75. As for the spin multiplicity: 2.

***

Of them, the most stable is entry i and the least stable is entry ii.

***

Entry i
The following is a DFT calculation (ωB97M-V/def2-TZVPD) of C4H12N3 as an isolated structure.

Positions of all 19 atoms, in Å:
1 C 2.2920 1.0685 1.1027
2 C 1.7517 0.8718 -0.0885
3 N 0.9021 -0.3067 -0.2988
4 C 1.0037 -0.8227 -1.6926
5 H 2.2603 0.3397 1.9005
6 H 2.8004 2.0019 1.3007
7 H 1.7798 1.5204 -0.9500
8 H 1.1982 -1.0180 0.3683
9 H 0.3098 -1.6495 -1.8257
10 H 0.7627 -0.0124 -2.3732
11 H 2.0103 -1.1953 -1.8708
12 N -1.5330 0.4945 -0.2668
13 C -2.5148 0.1053 0.4674
14 N -2.4319 -0.6773 1.5671
15 H -0.2782 -0.0061 -0.1225
16 H -1.7324 1.3155 -0.8233
17 H -3.5208 0.4171 0.1891
18 H -3.3323 -1.0388 1.8484
19 H -1.7278 -1.4079 1.5680

Its orbital gap is 10.978 eV. The value obtained for the LUMO energy is -2.8 eV. The charge is +1. The calculation puts the HOMO energy at -13.74 eV.

***

Entry ii
The following is a DFT calculation (ωB97M-V/def2-TZVPD) of an isolated ion of composition C4H12N3 and charge +1.

Positions of all 19 atoms, in Å:
1 C -0.8801 -1.9947 -1.3435
2 C 0.3369 -1.1400 -1.9131
3 C 0.4287 0.2935 -1.4380
4 N 0.7213 0.2247 0.0416
5 C 0.1349 0.7796 1.0892
6 N -1.2315 1.0523 1.2544
7 N 0.7728 0.8984 2.4196
8 H -0.9868 -1.9400 -0.1969
9 H -1.9111 -1.5037 -1.7494
10 H -0.9648 -3.0348 -1.8627
11 H 0.3735 -1.2789 -3.0617
12 H 1.3899 -1.5842 -1.8482
13 H -0.3441 1.1287 -1.6381
14 H 1.2588 0.7912 -1.9008
15 H 0.6457 -0.7956 0.2430
16 H -1.7040 1.2221 0.2817
17 H -1.9202 1.2419 2.1079
18 H 0.3874 1.7640 2.9260
19 H 1.8152 1.1315 2.3220

Its orbital gap is 10.304 eV. The value obtained for the LUMO energy is -4.4 eV. The charge is +1. The calculation puts the HOMO energy at -14.69 eV.

***

Of them, the most stable is entry i and the least stable is entry ii.

***

Entry i
The following is a DFT calculation (ωB97M-V/def2-TZVPD) of a 2-piece molecular cluster, C4H12N3 overall.

Positions of all 19 atoms, in Å:
1 C 0.9636 -0.9142 1.3956
2 C 1.0290 1.5791 1.3352
3 C -1.4505 1.2029 -0.1974
4 C -0.7970 -1.5465 -2.4525
5 N 2.0453 -0.8826 1.9855
6 N 0.4872 0.3593 0.9432
7 N -0.5150 0.1925 0.2204
8 H 0.3269 -1.6620 1.0228
9 H 1.9159 1.3696 1.9308
10 H 1.2513 2.1448 0.5045
11 H 0.2161 1.9625 1.9288
12 H -1.0980 2.0886 0.2464
13 H -1.3651 1.2414 -1.2913
14 H -2.5611 0.7956 0.0666
15 H -1.6190 -2.1657 -2.2563
16 H -1.0514 -0.5536 -2.7009
17 H -0.3502 -1.9009 -3.3201
18 H 2.5364 -1.7064 2.3276
19 H 0.0356 -1.6045 -1.6888

Its orbital gap is 9.732 eV. The value obtained for the LUMO energy is -5.9 eV. The charge is +1. The calculation puts the HOMO energy at -15.61 eV.

***

Entry ii
The following is a DFT calculation (ωB97M-V/def2-TZVPD) of an isolated ion of composition C4H12N3 and charge +1.

Positions of all 19 atoms, in Å:
1 C 1.3964 -0.7125 1.2466
2 C -0.1097 -0.2887 1.7288
3 C -1.0909 -0.0583 0.5149
4 N -1.4288 1.8023 -1.9354
5 C -0.3898 0.9823 -1.7095
6 N -0.3625 0.1260 -0.7701
7 N 1.4666 -1.3890 -0.0689
8 H 1.6954 -1.2851 2.1090
9 H 1.9785 0.2631 1.1804
10 H -0.1133 0.5854 2.3089
11 H -0.5420 -1.2223 2.1802
12 H -1.6382 0.8353 0.6694
13 H -1.7835 -0.8775 0.2987
14 H -1.5473 2.1323 -2.8603
15 H -1.8810 2.3638 -1.2346
16 H 0.4537 1.1357 -2.3729
17 H 2.3932 -1.6571 -0.4605
18 H 0.5987 -0.4742 -0.9262
19 H 0.9044 -2.2614 0.1012

Its orbital gap is 10.889 eV. The value obtained for the LUMO energy is -3.0 eV. The charge is +1. The calculation puts the HOMO energy at -13.86 eV.

***

Of them, the most stable is entry ii and the least stable is entry i.

***

Entry i
The following is a DFT calculation (ωB97M-V/def2-TZVPD) of C20H21FeNO7P as an isolated structure.

Positions of all 51 atoms, in Å:
1 Fe 0.6805 -1.5846 0.5561
2 O 0.9658 -3.5672 0.9480
3 C -0.0005 -4.3874 0.2835
4 C -1.3023 -3.6248 0.2517
5 N -1.0661 -2.2480 -0.2571
6 C -2.1052 -1.3631 0.3037
7 C -1.7675 -1.1357 1.7832
8 O -2.6322 -0.8938 2.5935
9 O -0.4850 -1.2378 2.0359
10 C -0.9408 -2.2177 -1.7288
11 C 0.5259 -2.0876 -2.1600
12 O 0.8039 -2.1365 -3.3368
13 O 1.3669 -1.8641 -1.1907
14 H 0.9375 -3.6643 1.9102
15 H 0.3993 -4.5682 -0.7139
16 H -0.1111 -5.3432 0.7941
17 H -2.0532 -4.1295 -0.3641
18 H -1.6950 -3.5512 1.2657
19 H -2.0738 -0.4036 -0.2078
20 H -3.1086 -1.7830 0.1989
21 H -1.3470 -3.1268 -2.1754
22 H -1.5011 -1.3783 -2.1391
23 O 3.1282 -0.3317 3.3273
24 C 2.5285 -0.3206 2.2814
25 O 2.1961 -1.3990 1.6113
26 C 2.1223 0.9966 1.6225
27 P 0.8471 0.7114 0.3535
28 C -0.6229 1.6479 0.8639
29 C -1.5041 2.1418 -0.0998
30 C -2.6695 2.7854 0.2824
31 C -2.9672 2.9408 1.6302
32 C -2.1003 2.4468 2.5914
33 C -0.9337 1.7997 2.2125
34 C 1.4470 1.6066 -1.1139
35 C 1.3793 3.0048 -1.1059
36 C 1.8994 3.7383 -2.1564
37 C 2.4987 3.0872 -3.2288
38 C 2.5873 1.7063 -3.2340
39 C 2.0738 0.9626 -2.1775
40 H 3.0077 1.3859 1.1160
41 H 1.8266 1.7321 2.3679
42 H -1.2707 2.0381 -1.1534
43 H -3.3437 3.1687 -0.4724
44 H -3.8794 3.4401 1.9289
45 H -2.3385 2.5436 3.6418
46 H -0.2896 1.3810 2.9750
47 H 0.9109 3.5215 -0.2773
48 H 1.8381 4.8186 -2.1393
49 H 2.9008 3.6614 -4.0534
50 H 3.0592 1.1905 -4.0596
51 H 2.1781 -0.1102 -2.1851

Its orbital gap (alpha / beta) is 9.025 / 9.246 eV. The value obtained for the LUMO energy (alpha / beta) is -0.4 / -0.1 eV. The calculation puts the HOMO energy (alpha / beta) at -9.39 / -9.38 eV. Its expectation value of S² is 0.77. As for the spin multiplicity: 2.

***

Entry ii
The following is a DFT calculation (ωB97M-V/def2-TZVPD) of C20H21FeNO7P as an isolated structure.

Positions of all 51 atoms, in Å:
1 Fe 0.1620 0.2215 -0.4196
2 O 1.6837 -0.7177 -1.4374
3 C 1.6255 -2.1343 -1.2582
4 C 1.0907 -2.4268 0.1198
5 N -0.1611 -1.6443 0.3219
6 C -0.3423 -1.4180 1.7701
7 C 0.7493 -0.4265 2.2030
8 O 1.2137 -0.4537 3.3171
9 O 1.0985 0.4068 1.2497
10 C -1.3127 -2.2496 -0.3717
11 C -1.9019 -1.2913 -1.4104
12 O -2.9610 -1.5512 -1.9343
13 O -1.1602 -0.2528 -1.6895
14 H 2.4592 -0.3053 -1.0281
15 H 0.9438 -2.4825 -2.0346
16 H 2.6005 -2.5909 -1.4261
17 H 0.9011 -3.4928 0.2720
18 H 1.8154 -2.1000 0.8652
19 H -1.3192 -0.9657 1.9404
20 H -0.2758 -2.3453 2.3427
21 H -0.9858 -3.1254 -0.9374
22 H -2.0692 -2.5969 0.3296
23 O 1.7467 3.8168 -0.8995
24 C 0.9270 2.9562 -0.6921
25 O 1.0441 1.7149 -1.0915
26 C -0.3919 3.2836 0.0065
27 P -1.2772 1.7759 0.5481
28 C -1.3298 1.8346 2.3589
29 C -2.4059 1.2550 3.0327
30 C -2.4372 1.2444 4.4176
31 C -1.3972 1.8162 5.1381
32 C -0.3257 2.3920 4.4739
33 C -0.2861 2.3973 3.0883
34 C -2.9952 2.1537 0.0764
35 C -3.6249 3.2026 0.7562
36 C -4.9056 3.5905 0.4081
37 C -5.5755 2.9342 -0.6189
38 C -4.9534 1.9027 -1.2996
39 C -3.6616 1.5125 -0.9609
40 H -1.0243 3.7625 -0.7438
41 H -0.2385 4.0012 0.8102
42 H -3.2318 0.8303 2.4730
43 H -3.2758 0.7953 4.9333
44 H -1.4200 1.8065 6.2200
45 H 0.4939 2.8219 5.0334
46 H 0.5748 2.8104 2.5792
47 H -3.1151 3.7135 1.5641
48 H -5.3827 4.4041 0.9388
49 H -6.5805 3.2341 -0.8868
50 H -5.4641 1.3904 -2.1041
51 H -3.1889 0.7255 -1.5267

Its orbital gap (alpha / beta) is 8.844 / 9.156 eV. The value obtained for the LUMO energy (alpha / beta) is -0.5 / -0.1 eV. The calculation puts the HOMO energy (alpha / beta) at -9.32 / -9.30 eV. Its expectation value of S² is 0.77. As for the spin multiplicity: 2.

***

Of them, the most stable is entry i and the least stable is entry ii.

***

Entry i
The following is a DFT calculation (ωB97M-V/def2-TZVPD) of a 2-piece molecular cluster, C3H10O2 overall.

Positions of all 15 atoms, in Å:
1 C 1.0334 0.9608 0.2795
2 C 0.5589 -0.4113 0.5636
3 C 0.1391 -1.0682 -0.7942
4 O -0.6153 -0.3154 1.3528
5 H 1.9762 1.3262 0.5744
6 H 0.0564 1.6713 0.4024
7 H 1.2626 1.2009 -0.8467
8 H 1.2735 -1.0454 1.2374
9 H 1.2090 -1.3426 -1.2329
10 H -0.4451 -0.4817 -1.4882
11 H -0.2380 -2.1432 -0.5893
12 H -0.5285 -0.9906 2.0852
13 H -2.6050 0.6049 -0.7331
14 H -1.1829 0.8357 -0.2365
15 O -1.8942 1.1986 -0.5744

Its orbital gap is 11.110 eV. The value obtained for the LUMO energy is 0.7 eV. The calculation puts the HOMO energy at -10.38 eV.

***

Entry ii
The following is a DFT calculation (ωB97M-V/def2-TZVPD) of a 2-piece molecular cluster, C3H10O2 overall.

Positions of all 15 atoms, in Å:
1 C -0.3253 -2.5257 -0.2334
2 O -1.0858 -1.8668 -1.2427
3 H -0.3322 -1.8890 0.6498
4 H -0.7765 -3.4828 0.0351
5 H 0.7141 -2.6670 -0.5367
6 H -1.3482 -2.5144 -1.9058
7 C 0.1513 1.0054 0.3839
8 O 1.2173 0.5881 1.2235
9 C 0.2693 2.4473 -0.0837
10 H 0.1404 0.3488 -0.4833
11 H -0.8119 0.8771 0.8917
12 H 1.3287 1.2515 1.9128
13 H 1.2238 2.6216 -0.5826
14 H -0.5465 2.6547 -0.7762
15 H 0.1815 3.1512 0.7475

Its orbital gap is 11.170 eV. The value obtained for the LUMO energy is 1.0 eV. The calculation puts the HOMO energy at -10.20 eV.

***

Entry iii
The following is a DFT calculation (ωB97M-V/def2-TZVPD) of a 2-piece molecular cluster, C3H10O2 overall.

Positions of all 15 atoms, in Å:
1 C -0.7429 1.4930 -0.3496
2 C -0.4878 0.9772 1.1058
3 C -1.6151 1.4371 2.1281
4 O -0.4674 -0.4326 1.0940
5 H 0.4179 1.3707 -0.8844
6 H -1.4639 0.8656 -0.9100
7 H -1.1439 2.4841 -0.3778
8 H 0.4990 1.3831 1.5302
9 H -1.8197 2.5464 2.1477
10 H -2.6272 1.0680 2.1170
11 H -1.1668 1.1808 3.1819
12 H 0.3086 -0.9754 1.3461
13 H 3.3490 -5.0924 -3.5959
14 H 3.8859 -4.0168 -4.4785
15 O 3.0743 -4.2889 -4.0546

Its orbital gap is 10.863 eV. The value obtained for the LUMO energy is 0.9 eV. The calculation puts the HOMO energy at -9.98 eV.

***

Of them, the most stable is entry ii and the least stable is entry i.